Entry 1:
A cluster of 13 separate species, C26H78O26 in total, computed with ωB97M-V/def2-TZVPD.

Last column: Löwdin spin population.
Atoms and positions in Å:
C -2.7784 -3.2950 -1.6357  0.001
C -3.4623 -3.9765 -2.8254  0.000
O -3.3223 -3.1117 -4.0069  0.000
O -1.3586 -3.1535 -1.8480  0.003
H -2.9792 -3.9738 -0.8068  0.000
H -3.0826 -2.2679 -1.4342  0.001
H -4.4946 -4.2021 -2.5578  0.000
H -3.0605 -4.9590 -3.0732  0.000
H -3.7370 -2.2845 -3.7512  0.000
H -1.2176 -2.3681 -2.3817  0.002
C -2.1822 3.5607 -0.3237  0.019
C -3.7167 3.8343 -0.3669  0.006
O -4.0590 4.4567 0.8962  0.003
O -1.5881 4.7569 0.0450  0.017
H -1.7316 3.1694 -1.2358  0.015
H -2.2203 2.7296 0.3805  0.001
H -4.3706 2.9957 -0.6062  0.000
H -4.0218 4.5999 -1.0802  0.002
H -3.2692 4.8468 1.2778  0.001
H -0.7325 4.9051 -0.3643  0.006
C 1.4021 6.5318 -2.0352  0.037
C 2.0429 5.2715 -1.3355  0.054
O 1.0222 4.3575 -1.3322  0.107
O 0.9985 6.2386 -3.3513  0.086
H 2.0949 7.3577 -2.1965  0.003
H 0.5712 7.1074 -1.6273  0.004
H 2.3602 5.5228 -0.3235  0.003
H 2.9468 4.9336 -1.8424  0.033
H 1.1790 3.7833 -2.0854  0.101
H 0.5583 5.3859 -3.3771  0.052
C -4.2432 0.9290 -3.5315  0.004
C -2.9381 0.8692 -2.7876  0.013
O -2.0916 -0.1751 -3.3382  0.012
O -5.2247 1.4704 -2.8205  0.002
H -4.5372 -0.0843 -3.8055  0.000
H -4.3100 1.4940 -4.4612  0.002
H -2.9661 0.7154 -1.7088  0.001
H -2.4827 1.8482 -2.9373  0.019
H -1.3258 -0.1150 -2.7626  0.001
H -5.8642 0.7654 -2.6953  0.000
C 3.8479 3.5632 1.3030  0.011
C 4.5022 2.1981 1.4813  0.005
O 5.0210 1.8275 0.2889  0.028
O 4.7771 4.5626 1.2148  0.005
H 3.2822 3.7592 2.2139  0.002
H 3.1647 3.6040 0.4547  0.004
H 3.7309 1.4327 1.5662  0.000
H 5.3137 2.0484 2.1935  0.001
H 5.9679 1.9837 0.2623  0.004
H 5.2216 4.4134 0.3771  0.004
C 4.3582 -1.1273 -1.2988  0.011
C 4.5181 -1.9160 -2.6465  0.015
O 5.2852 -3.0907 -2.4118  0.001
O 3.2146 -1.6801 -0.5764  0.003
H 4.2675 -0.0969 -1.6426  0.014
H 5.2676 -1.2494 -0.7103  0.001
H 5.1040 -1.3670 -3.3837  0.006
H 3.5716 -2.1343 -3.1409  0.004
H 4.8120 -3.6773 -1.8172  0.000
H 3.0600 -1.1429 0.2041  0.000
C -4.9323 0.3009 1.6676  0.001
C -6.1860 -0.0785 0.9262  0.001
O -6.5686 0.8913 -0.0647  0.000
O -3.7885 -0.0722 0.9587  0.001
H -5.0031 -0.2850 2.5840  0.000
H -4.9257 1.3782 1.8333  0.001
H -6.9387 -0.5138 1.5836  0.000
H -5.9118 -0.9334 0.3081  0.000
H -5.8764 1.5374 -0.2232  0.000
H -3.1145 0.3558 1.4918  0.000
C -0.7964 -1.2515 -5.8726  0.011
C -1.7881 -0.2254 -6.6101  0.014
O -3.0036 -0.9631 -6.7615  0.001
O -0.1225 -1.9987 -6.8637  0.006
H -1.2004 -1.8057 -5.0254  0.001
H 0.0297 -0.7870 -5.3341  0.011
H -1.3308 0.0316 -7.5656  0.001
H -2.0550 0.7007 -6.1008  0.009
H -3.4942 -0.9595 -5.9364  0.000
H -0.6332 -2.0962 -7.6707  0.000
C 1.4104 -5.5742 1.2338  0.000
C 0.3120 -4.9526 0.4392  0.000
O 0.4713 -5.4138 -0.9381  0.001
O 1.2306 -6.9087 1.2219  0.000
H 1.6020 -5.2355 2.2520  0.000
H 2.3606 -5.4503 0.7143  0.000
H 0.3548 -3.8663 0.3602  0.000
H -0.6449 -4.9351 0.9608  0.000
H -0.2366 -4.8892 -1.3193  0.000
H 1.1302 -7.1474 0.2975  0.000
C 0.4697 -0.0368 0.2796  0.007
C 0.8944 0.6344 -1.1537  0.038
O 0.1659 -0.0143 -2.1608  0.073
O 1.4550 0.3798 1.2191  0.003
H 0.4609 -1.1265 0.3001  0.001
H -0.5258 0.3482 0.5006  0.001
H 1.9666 0.5703 -1.3386  0.017
H 0.8171 1.7177 -1.0606  0.018
H 0.7546 -0.5463 -2.7011  0.010
H 1.0412 0.2314 2.0725  0.000
C 2.0447 -3.1153 3.8458  0.001
C 3.3418 -3.7502 4.5639  0.001
O 4.0643 -4.6265 3.6402  0.001
O 2.2608 -2.2578 2.7616  0.001
H 1.5363 -2.5092 4.5956  0.000
H 1.2777 -3.8690 3.6678  0.000
H 3.0939 -4.2629 5.4932  0.000
H 4.0251 -2.9487 4.8446  0.000
H 4.5031 -4.0106 3.0488  0.000
H 2.9350 -2.5853 2.1618  0.000
C -1.9592 0.8354 4.3152  0.004
C -1.2445 -0.3358 3.5095  0.001
O 0.1599 -0.1842 3.5391  0.001
O -1.6692 2.1266 3.8601  0.006
H -1.6315 0.7574 5.3518  0.001
H -3.0239 0.6119 4.2472  0.001
H -1.5786 -0.4104 2.4746  0.000
H -1.4636 -1.3177 3.9289  0.000
H 0.4034 -0.1457 4.4669  0.000
H -2.5123 2.4972 3.5891  0.001
C 3.0583 0.6175 4.6900  0.002
C 2.5957 0.2849 6.1207  0.004
O 1.1827 0.1402 6.1897  0.006
O 4.3920 1.1349 4.7995  0.002
H 2.4757 1.4272 4.2506  0.001
H 2.9849 -0.2814 4.0779  0.000
H 2.7606 1.0105 6.9173  0.002
H 2.9021 -0.7410 6.3248  0.000
H 0.8350 0.6516 6.9240  0.002
H 4.3044 1.8643 5.4175  0.001

Values from the calculation:
- total charge = -1
- 2S+1 = 2
- relative energy (zero: lowest compared OMol25 entry of this formula, charge and spin) (eV) = 3.113
- HOMO level (spin up / spin down) (eV) = 0.07 / -7.30
- energy (Eh) = -2993.2457
- HOMO-LUMO gap (spin up / spin down) (eV) = 1.410 / 8.680
- strongest force on any atom (eV/Å) = 4.7

Entry 2:
A cluster of 11 separate species, C26H80N6O11 in total, computed with ωB97M-V/def2-TZVPD.

Last column: Mulliken charge in e.
Atoms and positions in Å:
O 0.2221 0.6386 4.6303  -0.339
H 0.2794 1.5445 4.3178  0.379
H -0.4282 0.5169 5.3259  0.476
H 0.0679 0.0999 3.8508  0.082
C -1.7459 0.4499 0.2898  -0.663
C -0.6792 -0.2396 1.0486  1.731
O -0.8055 -0.4558 2.4080  -0.063
H -2.5766 -0.2027 0.0212  0.211
H -1.3019 0.6661 -0.6819  0.313
H -2.0536 1.3838 0.7602  -0.333
H 0.2232 0.3299 0.8265  -0.954
H -0.4704 -1.1843 0.5466  -0.452
C 3.6465 -2.5565 1.6084  -1.167
C 2.9610 -3.0047 2.9492  1.083
C 3.9270 -3.5781 3.9637  -0.981
O 4.4472 -4.8692 3.5557  -0.267
C 5.3477 -5.4574 4.4581  -0.825
N 2.4086 -1.8000 3.5478  -0.735
H 4.1992 -3.4263 1.2534  0.307
H 4.3083 -1.6921 1.6630  0.379
H 2.9312 -2.2782 0.8344  -0.053
H 2.1637 -3.7287 2.7813  0.156
H 3.4013 -3.6290 4.9172  0.413
H 4.7661 -2.8913 4.0747  0.398
H 4.8479 -5.6656 5.4041  0.318
H 6.2618 -4.8981 4.6573  0.321
H 5.7635 -6.4111 4.1330  0.256
H 1.9471 -2.0734 4.4036  0.339
H 1.6325 -1.4906 2.9802  0.045
C -2.5188 2.8488 3.3387  -1.641
C -1.0936 3.2751 2.9736  1.895
C -0.9566 4.5199 2.0346  0.091
O -1.6754 5.6392 2.4787  -0.464
C -1.4108 6.8047 1.6536  -0.025
N -0.2846 3.2903 4.2030  -0.717
H -3.0482 3.7104 3.7456  0.461
H -2.5454 1.9808 3.9974  0.383
H -3.0653 2.5932 2.4309  0.315
H -0.6799 2.4119 2.4522  -1.038
H -1.4413 4.2334 1.1014  -0.341
H 0.0888 4.7188 1.7986  0.372
H -1.4185 6.4069 0.6388  -0.461
H -0.4120 7.2057 1.8260  0.351
H -2.2238 7.5299 1.6886  0.339
H 0.6055 3.7480 4.0680  0.238
H -0.7758 3.8802 4.8595  0.276
C -0.7300 7.3319 -2.3826  -1.364
C -0.9517 5.9605 -3.0062  0.474
C -2.1020 5.1970 -2.2737  0.682
O -2.1064 3.8162 -2.6651  -0.365
C -2.6499 2.9541 -1.6530  0.769
N -1.4590 6.0386 -4.3725  -0.805
H 0.0370 7.8622 -2.9470  0.387
H -0.5045 7.3033 -1.3165  0.266
H -1.6494 7.9146 -2.4398  0.298
H -0.0285 5.3812 -2.9955  0.209
H -3.0962 5.6204 -2.4170  0.308
H -1.8886 5.2605 -1.2066  -0.960
H -3.7011 3.1169 -1.4149  0.366
H -2.1101 3.0409 -0.7100  -0.572
H -2.6329 1.8924 -1.8994  -0.321
H -1.5851 5.1037 -4.7330  0.350
H -2.3996 6.3306 -4.1488  0.373
C 0.3384 -3.0436 -1.6577  0.462
C 0.3745 -4.4839 -1.1590  -0.021
C 1.8754 -4.9179 -0.7581  -0.157
O 2.8423 -5.0017 -1.7747  -0.391
C 4.2067 -5.2005 -1.3696  -0.687
N -0.5533 -4.7907 -0.1256  -0.533
H 0.8720 -3.0876 -2.6071  0.520
H 0.7857 -2.4207 -0.8831  -0.650
H -0.6622 -2.7258 -1.9507  -0.414
H 0.0626 -5.0823 -2.0150  0.535
H 1.9424 -5.9167 -0.3269  0.515
H 2.2183 -4.2460 0.0287  -0.418
H 4.6193 -4.3025 -0.9099  0.183
H 4.8179 -5.5033 -2.2198  0.238
H 4.2179 -5.9254 -0.5557  0.336
H -1.4746 -4.7518 -0.5375  0.320
H -0.5113 -4.2157 0.7037  0.049
C 1.5229 2.9332 -0.3557  -0.929
C 2.5447 1.8401 -0.1211  0.696
C 2.4975 0.6900 -1.1690  -0.691
O 3.4537 -0.3943 -1.0287  -0.352
C 3.6326 -1.1803 -2.2202  -0.627
N 3.8476 2.4711 -0.2930  -0.827
H 1.4523 3.1636 -1.4188  0.405
H 1.7613 3.7837 0.2829  0.340
H 0.5137 2.6548 -0.0522  -0.125
H 2.3720 1.3292 0.8261  0.008
H 2.5738 1.1569 -2.1510  0.499
H 1.4859 0.2866 -1.1238  0.242
H 4.0948 -2.1454 -2.0127  0.022
H 4.4841 -0.7010 -2.7033  0.391
H 2.7292 -1.3029 -2.8176  0.313
H 4.3660 1.6164 -0.4376  0.345
H 3.9513 2.9225 -1.1905  0.310
C -1.9663 -2.8662 -4.7665  -1.422
C -3.0815 -1.8370 -4.5199  0.560
C -2.9994 -1.1533 -3.1383  -0.181
O -3.9092 -1.7961 -2.2666  -0.141
C -5.2310 -1.3098 -2.0699  -0.785
N -2.8516 -0.8081 -5.5462  -0.829
H -1.0349 -2.3054 -4.8451  0.405
H -2.1192 -3.4050 -5.7016  0.452
H -1.9592 -3.5859 -3.9479  0.219
H -4.0462 -2.3098 -4.7046  0.360
H -3.2454 -0.0934 -3.2031  0.047
H -1.9855 -1.1754 -2.7390  -0.080
H -5.6416 -2.0212 -1.3533  0.238
H -5.6771 -1.3342 -3.0641  0.316
H -5.2589 -0.3041 -1.6505  0.270
H -2.9996 -1.2387 -6.4477  0.296
H -1.8442 -0.7361 -5.5564  0.314
O -0.5563 -3.4173 2.4287  -0.689
H -0.3741 -2.4778 2.4089  0.215
H -1.0520 -3.5486 3.2370  0.270
O -3.6177 -1.2810 2.9283  -0.734
H -3.5720 -2.0801 2.4034  0.397
H -2.7159 -0.9614 2.9579  0.134
O -3.2068 -3.4640 0.9500  -0.700
H -3.2887 -3.8559 0.0805  0.256
H -2.2997 -3.1614 0.9923  0.405

Values from the calculation:
- total charge = 0
- relative energy (zero: lowest compared OMol25 entry of this formula, charge and spin) (eV) = 4.704
- HOMO level (eV) = -8.35
- energy (Eh) = -2194.4956
- HOMO-LUMO gap (eV) = 8.079
- strongest force on any atom (eV/Å) = 4.0

Entry 3:
A cluster of 11 separate species, C26H81N6O11 in total, computed with ωB97M-V/def2-TZVPD.

Last column: Mulliken charge in e.
Atoms and positions in Å:
O 2.5005 -11.7629 -5.0311  -0.286
H 2.6016 -11.9473 -5.9677  0.449
H 3.3508 -11.9279 -4.6172  0.415
H 1.8470 -12.3586 -4.6573  0.201
O 3.1823 -14.5607 -2.5746  -0.305
H 2.4605 -14.6490 -3.2014  0.108
H 3.8360 -13.9667 -2.9507  0.434
H 2.8475 -14.2095 -1.7462  0.483
C -1.0269 -14.5862 -5.6383  1.109
C -0.5148 -14.0624 -4.3507  -0.040
O 0.8171 -13.7411 -4.2235  0.529
H -1.9181 -13.9922 -5.8408  -0.272
H -1.2238 -15.6567 -5.6971  -0.354
H -0.4381 -14.3777 -6.5316  -0.856
H -0.7024 -14.8068 -3.5769  -0.216
H -1.2219 -13.2924 -4.0422  -0.019
C 0.5262 -6.9277 -9.3316  -1.536
C 0.4913 -8.3574 -9.8067  0.801
C 0.1837 -9.2906 -8.5393  -0.921
O 0.5023 -10.6145 -8.7874  -0.376
C -0.4075 -11.6024 -8.3783  -0.474
N -0.5092 -8.5563 -10.8278  -0.692
H -0.4066 -6.4914 -8.9741  0.345
H 0.6687 -6.2265 -10.1538  0.386
H 1.3304 -6.7153 -8.6272  0.361
H 1.4869 -8.5464 -10.2081  0.150
H -0.7377 -9.1314 -7.9791  0.448
H 0.8444 -9.0463 -7.7075  0.351
H -1.3982 -11.3252 -8.7385  0.395
H -0.5139 -11.6151 -7.2936  0.326
H -0.0152 -12.6046 -8.5505  0.053
H -0.2563 -8.1640 -11.7234  0.233
H -0.8078 -9.5028 -11.0150  0.207
C 3.7203 -16.0414 -7.9464  -1.411
C 2.5692 -15.1276 -8.1490  0.143
C 1.1898 -15.6856 -8.4810  -0.768
O 0.8791 -16.7272 -7.5618  -0.335
C -0.0305 -17.7368 -8.0909  -0.631
N 2.4302 -14.5254 -6.8846  -0.390
H 3.6501 -16.5887 -7.0064  0.318
H 4.6676 -15.5025 -7.9619  0.370
H 3.6530 -16.7907 -8.7352  0.365
H 2.7689 -14.3620 -8.8987  0.485
H 1.2918 -16.1361 -9.4683  0.660
H 0.4051 -14.9304 -8.5263  0.165
H 0.3448 -18.1192 -9.0402  0.376
H -0.9890 -17.2181 -8.1077  0.309
H -0.1606 -18.5630 -7.3920  0.070
H 2.1635 -15.1824 -6.1655  0.214
H 1.6689 -13.8659 -6.8095  0.046
C -5.1903 -14.4048 -9.6270  -1.543
C -5.0382 -13.0980 -8.7891  0.176
C -4.8626 -13.4688 -7.3018  -0.687
O -4.2062 -12.4616 -6.5351  -0.051
C -4.9509 -11.2566 -6.3096  -0.858
N -3.8650 -12.4841 -9.2771  -0.542
H -5.2300 -14.0769 -10.6658  0.399
H -6.1000 -14.9528 -9.3815  0.377
H -4.3144 -15.0486 -9.7082  0.329
H -6.0110 -12.6063 -8.7822  0.313
H -4.1994 -14.3337 -7.2853  0.253
H -5.8262 -13.7747 -6.8942  0.412
H -5.6683 -11.1560 -7.1241  0.483
H -4.2357 -10.4386 -6.2240  0.166
H -5.4981 -11.4767 -5.3929  0.185
H -4.2764 -11.9384 -10.0208  0.294
H -3.5089 -11.8092 -8.6154  0.237
C -3.7066 -20.1311 -4.1280  -1.407
C -2.2222 -19.9133 -4.2895  0.051
C -1.6238 -20.9158 -5.3979  -0.673
O -2.0550 -22.2160 -5.1267  -0.324
C -1.5584 -23.1061 -6.0754  -0.799
N -2.1164 -18.5572 -4.8420  -0.399
H -4.1303 -20.1430 -5.1322  0.310
H -4.1754 -19.3451 -3.5359  0.356
H -3.8771 -21.1489 -3.7770  0.395
H -1.7389 -20.0135 -3.3176  0.459
H -0.5358 -20.8574 -5.3682  0.373
H -1.9705 -20.6212 -6.3884  0.392
H -1.7574 -22.8937 -7.1259  0.335
H -2.2435 -23.9277 -5.8666  0.288
H -0.5280 -23.4286 -5.9258  0.289
H -2.4506 -18.7570 -5.7739  0.268
H -1.1827 -18.2119 -5.0121  0.105
C -5.5971 -14.7268 -3.9574  -1.768
C -4.2535 -14.5494 -3.2808  2.520
C -4.2343 -13.5326 -2.0720  -0.669
O -4.7582 -12.3036 -2.3951  -0.419
C -3.9507 -11.4028 -3.0638  -0.157
N -3.7193 -15.8447 -2.8183  -0.756
H -6.1946 -13.8153 -3.9731  0.382
H -6.2665 -15.4488 -3.4897  0.425
H -5.5873 -15.0290 -5.0046  0.353
H -3.4870 -14.1845 -3.9646  -1.170
H -3.2477 -13.5180 -1.6089  0.183
H -4.8968 -14.0596 -1.3854  0.349
H -3.0036 -11.0798 -2.6315  0.176
H -4.4072 -10.4780 -3.4165  0.394
H -3.6870 -11.9174 -3.9878  -0.179
H -2.7159 -15.7329 -2.7912  0.043
H -3.7804 -16.5685 -3.5201  0.267
C -0.4344 -11.7045 3.0255  -1.555
C -0.9769 -12.3400 1.7288  0.928
C -0.3739 -13.6902 1.3814  -0.941
O -0.7539 -13.9716 0.1156  0.004
C -0.7719 -15.3480 -0.1438  -0.438
N -2.4502 -12.3983 1.9572  -0.782
H 0.6470 -11.7891 3.1332  0.377
H -0.7534 -12.2445 3.9170  0.364
H -0.5366 -10.6329 3.1964  0.373
H -0.7923 -11.6174 0.9339  -0.017
H -0.8955 -14.4436 1.9717  0.434
H 0.6779 -13.8180 1.6371  0.328
H 0.1230 -15.8533 0.2196  0.450
H -0.8380 -15.4962 -1.2216  -0.441
H -1.6559 -15.7073 0.3830  0.435
H -2.8091 -11.4640 1.8217  0.291
H -2.8175 -12.9423 1.1895  0.245
O 0.2768 -11.7279 -2.0667  -0.737
H 0.2624 -12.4417 -2.7043  0.296
H -0.5518 -11.8110 -1.5947  0.226
O 1.1019 -16.5211 -3.0475  -0.711
H 0.6620 -17.0198 -2.3590  0.331
H 0.4413 -15.8994 -3.3530  0.182

Values from the calculation:
- total charge = +1
- relative energy (zero: lowest compared OMol25 entry of this formula, charge and spin) (eV) = 5.754
- HOMO level (eV) = -10.60
- energy (Eh) = -2194.7588
- HOMO-LUMO gap (eV) = 6.078
- strongest force on any atom (eV/Å) = 4.5